22
Properties=species:S:1:pos:R:3:forces:R:3:nbo_charge:R:1 method="wB97M-V/def2-TZVPD" smiles="CC[C@H](C)[C@H](N)C(=O)O" orbital_gap_ev=10.72 relative_energy_kj_mol=5.5 total_energy_ha=-441.677928 lumo_ev=0.76
C -1.2324 0.1996 -2.3650 -0.13 -0.04 0.19 -0.60
C -1.2056 -0.0683 -0.8646 0.19 0.28 0.04 -0.39
C 0.1941 0.0747 -0.2472 -0.17 -0.37 0.13 -0.21
C 1.1806 -0.8638 -0.9400 0.06 0.22 0.15 -0.62
C 0.1570 -0.2202 1.2727 0.31 -0.01 -0.13 -0.16
N -0.7102 0.7191 1.9799 -0.54 -0.07 0.00 -0.86
C 1.5635 -0.0082 1.8555 -0.41 -0.45 -0.11 0.78
O 2.4108 -0.8568 1.8964 0.07 0.03 0.03 -0.58
O 1.7551 1.2259 2.3031 0.34 0.58 0.19 -0.68
H -0.7642 1.1553 -2.5913 0.05 0.10 -0.08 0.20
H -0.7153 -0.5796 -2.9149 0.08 -0.06 -0.12 0.21
H -2.2618 0.2324 -2.7163 -0.04 0.02 -0.10 0.21
H -1.8899 0.6426 -0.3928 -0.06 -0.08 0.01 0.19
H -1.5797 -1.0761 -0.6711 -0.05 -0.05 0.11 0.20
H 0.5308 1.1069 -0.3774 0.00 0.10 0.01 0.20
H 1.3514 -0.5463 -1.9629 0.00 -0.02 -0.16 0.21
H 2.1386 -0.8737 -0.4273 0.04 -0.06 -0.06 0.24
H 0.7924 -1.8807 -0.9476 -0.02 -0.14 -0.03 0.20
H -0.1175 -1.2770 1.4156 0.11 0.20 0.01 0.20
H -1.6136 0.8046 1.5279 0.11 0.01 0.07 0.38
H -0.8792 0.3896 2.9266 -0.04 0.07 -0.10 0.37
H 0.8951 1.6999 2.2407 0.12 -0.26 -0.03 0.51

=====

22
Properties=species:S:1:pos:R:3:forces:R:3:nbo_charge:R:1 method="wB97M-V/def2-TZVPD" smiles=CC[C@@]1(O)C[C@H](N)[C@H]1O orbital_gap_ev=10.08 relative_energy_kj_mol=259.7 total_energy_ha=-441.581084 lumo_ev=0.92
C 2.0532 -0.7109 0.9639 -0.34 0.35 0.32 -0.62
C 1.7182 0.4396 0.0266 -0.24 -1.74 -4.49 -0.52
C 0.3582 0.4358 -0.7953 -1.86 1.19 2.99 0.27
O 0.5345 1.1456 -1.9881 0.60 0.09 -0.19 -0.72
C -0.4453 -0.8833 -0.8827 0.37 -0.02 0.16 -0.46
C -1.3728 -0.4332 0.2618 0.17 0.16 0.13 -0.08
N -2.7871 -0.5177 -0.0386 -0.20 -0.07 0.02 -0.84
C -0.8041 1.0051 0.1735 0.56 -0.89 -1.88 0.08
O -0.3692 1.6438 1.3028 3.47 -0.98 1.41 -0.70
H 2.2249 -1.6410 0.4233 -0.07 0.09 0.00 0.22
H 1.2500 -0.8834 1.6785 0.04 -0.15 0.29 0.20
H 2.9643 -0.4728 1.5099 -0.01 -0.07 0.09 0.22
H 2.1388 0.1284 -0.9725 1.37 0.63 1.08 0.26
H 2.0884 1.4412 0.2366 -0.19 -0.05 0.18 0.24
H -0.3135 1.4965 -2.2827 0.07 -0.13 0.12 0.48
H 0.1095 -1.8036 -0.7215 0.03 -0.15 -0.06 0.21
H -0.9849 -0.9388 -1.8269 0.01 0.01 -0.03 0.23
H -1.0929 -0.8949 1.2232 0.03 0.12 -0.13 0.17
H -3.1085 -1.4784 0.0129 -0.04 0.05 -0.01 0.36
H -3.3168 0.0143 0.6435 -0.03 -0.05 0.00 0.36
H -1.4634 1.6642 -0.4053 -0.16 -0.05 0.22 0.17
H 0.6184 1.2435 1.4571 -3.57 1.65 -0.23 0.48

=====

22
Properties=species:S:1:pos:R:3:forces:R:3:nbo_charge:R:1 method="wB97M-V/def2-TZVPD" smiles="CC(=O)N(C)[C@@H](C)CO" orbital_gap_ev=10.22 relative_energy_kj_mol=65.5 total_energy_ha=-441.655060 lumo_ev=0.79
C -2.5576 -0.0873 0.7103 0.00 0.32 -0.23 -0.71
C -1.1174 0.3713 0.6481 0.03 -0.11 0.80 0.69
O -0.7762 1.3842 1.2607 -0.17 0.19 -0.35 -0.68
N -0.2404 -0.4311 0.0154 1.34 0.43 -0.19 -0.43
C -0.6769 -1.6706 -0.5911 -0.14 -0.18 -0.26 -0.41
C 1.1976 -0.0102 -0.3028 -0.99 -0.13 -0.03 -0.04
C 1.2008 0.6842 -1.6588 0.19 -0.20 0.17 -0.62
C 1.8907 0.8657 0.7536 -0.73 -0.15 0.11 -0.07
O 1.5900 0.4303 2.0483 -0.84 0.20 0.87 -0.74
H -2.9498 -0.2921 -0.2830 -0.10 -0.09 -0.06 0.22
H -3.1391 0.7041 1.1730 0.03 0.02 -0.01 0.25
H -2.6544 -0.9841 1.3125 0.03 -0.20 0.07 0.23
H -1.2672 -2.2658 0.1108 0.09 0.05 -0.12 0.21
H 0.1967 -2.2597 -0.8766 -0.11 0.09 0.06 0.21
H -1.2775 -1.4950 -1.4934 0.08 -0.11 0.09 0.19
H 1.7409 -0.9591 -0.3522 -0.08 0.10 0.00 0.19
H 2.2223 0.9504 -1.9324 0.00 0.02 -0.10 0.22
H 0.6084 1.5938 -1.6052 -0.06 0.12 0.01 0.22
H 0.7852 0.0391 -2.4292 0.02 -0.02 -0.13 0.21
H 2.9733 0.7650 0.6196 -0.14 0.09 -0.09 0.18
H 1.5876 1.9118 0.6258 0.18 -0.11 -0.13 0.18
H 0.6630 0.7551 2.2466 1.37 -0.33 -0.48 0.50

=====

22
Properties=species:S:1:pos:R:3:forces:R:3:nbo_charge:R:1 method="wB97M-V/def2-TZVPD" smiles="CC(=O)[C@H](N)C(C)(C)O" orbital_gap_ev=9.71 relative_energy_kj_mol=183.0 total_energy_ha=-441.610307 lumo_ev=0.72
C -0.7694 -2.2784 1.1260 -0.14 -0.12 -0.46 -0.73
C 0.5391 -1.6485 0.7092 2.82 0.42 -0.21 0.59
O 1.5805 -2.1056 1.1874 -1.72 1.09 -0.95 -0.57
C 0.7670 -0.2697 -0.4183 -0.38 -3.65 2.91 -0.11
N 2.0095 0.3410 -0.0121 -0.02 -0.03 0.05 -0.86
C -0.4613 0.5757 -0.3363 1.29 3.75 -3.06 0.27
C -0.7444 1.2800 0.9770 -0.14 -0.16 -0.07 -0.64
C -0.0441 1.7926 -1.4958 -1.29 -0.93 1.84 -0.65
O -1.6292 -0.0349 -0.8196 -0.09 -0.63 0.05 -0.72
H -0.5909 -3.2661 1.5656 0.27 0.29 -0.08 0.24
H -1.4305 -2.4031 0.2685 -0.14 0.25 0.14 0.24
H -1.2584 -1.6651 1.8864 -0.06 0.10 -0.24 0.24
H 0.8471 -0.7640 -1.3904 -0.28 -0.01 -0.13 0.19
H 2.5803 0.5708 -0.8194 -0.09 -0.03 0.17 0.36
H 2.5410 -0.3160 0.5703 -0.31 0.16 -0.27 0.40
H 0.1503 1.7669 1.3715 -0.03 -0.17 -0.18 0.24
H -1.5161 2.0417 0.8268 0.10 -0.15 -0.03 0.22
H -1.1193 0.5783 1.7242 0.02 -0.02 0.01 0.21
H -0.9827 2.3120 -1.7047 0.08 0.04 -0.02 0.21
H 0.6661 2.5054 -1.0739 0.04 -0.20 -0.04 0.22
H 0.3326 1.3775 -2.4338 0.05 -0.22 0.20 0.19
H -1.4672 -0.3905 -1.7085 0.02 0.20 0.35 0.47

=====

22
Properties=species:S:1:pos:R:3:forces:R:3:nbo_charge:R:1 method="wB97M-V/def2-TZVPD" orbital_gap_ev=8.16 relative_energy_kj_mol=285.3 total_energy_ha=-441.571348 lumo_ev=0.69
C 1.4034 0.3525 1.6578 0.35 0.70 -0.65 -0.42
C 1.0066 -1.7355 -0.4073 0.01 0.05 0.63 -0.64
C -0.1398 -1.0870 0.3535 -1.49 -0.09 -3.10 0.01
N 0.0888 -0.1490 1.3896 -2.22 2.04 -0.03 -0.55
H -0.8324 -1.8572 0.7085 0.15 -0.22 -0.04 0.18
H 2.1409 -0.4489 1.7913 -0.25 -0.04 0.02 0.20
H 1.3888 0.9421 2.5767 0.02 -0.06 -0.01 0.20
H 1.8251 1.0251 0.8663 -0.15 -0.28 0.29 0.15
H 1.6762 -0.9900 -0.8336 0.07 -0.02 -0.06 0.20
H 1.5812 -2.3572 0.2804 0.14 -0.07 -0.08 0.22
H 0.6271 -2.3790 -1.2010 -0.02 0.04 -0.01 0.21
C -0.5519 0.2734 -2.0078 -0.13 0.04 0.33 -0.63
C -1.0795 0.9318 0.4275 2.79 -0.94 3.06 0.74
C -1.0771 -0.1066 -0.6361 0.85 -2.10 0.55 -0.32
O -2.2520 1.0968 1.0655 -0.30 -0.34 0.21 -0.68
O -0.4093 2.0959 0.3542 0.18 1.48 -0.88 -0.71
H -2.1041 1.5885 1.8864 0.06 -0.01 -0.18 0.49
H 0.0415 2.2817 -0.4843 -0.24 -0.46 0.24 0.50
H -2.0668 -0.5572 -0.7079 -0.09 0.21 -0.11 0.23
H 0.4511 0.6916 -1.9405 0.16 0.03 -0.14 0.20
H -1.2055 0.9982 -2.4969 0.02 0.04 -0.01 0.22
H -0.5123 -0.6101 -2.6425 0.09 0.01 -0.02 0.23

=====

22
Properties=species:S:1:pos:R:3:forces:R:3:nbo_charge:R:1 method="wB97M-V/def2-TZVPD" orbital_gap_ev=7.87 relative_energy_kj_mol=285.1 total_energy_ha=-441.571423 lumo_ev=0.26
C -0.2900 0.3904 -0.3297 -0.05 -0.01 0.01 -0.21
C 0.5045 -0.7956 0.2393 -0.41 -0.13 -0.19 0.49
C -1.5404 0.0071 -1.1254 0.10 -0.01 0.09 -0.61
C 0.5896 1.3295 -1.1535 -0.04 -0.11 0.11 -0.60
C 1.9416 -1.0412 -0.0912 0.01 0.04 0.10 -0.69
C -0.5115 1.0362 1.0693 0.12 -0.20 0.15 0.53
N -0.1766 -1.8170 0.7456 0.20 0.41 0.04 -0.73
O -1.6042 0.2828 1.7098 0.25 0.07 -0.19 -0.82
O -0.4877 2.2742 1.2611 -0.08 -0.20 -0.11 -0.75
H -1.8536 0.8461 2.4529 0.06 0.03 -0.07 0.49
H 0.5094 0.4348 1.5692 -0.03 0.02 0.07 0.01
H 0.3219 -2.5558 1.2187 0.02 0.05 -0.07 0.39
H -1.1127 -1.6187 1.0854 0.00 0.05 -0.08 0.44
H -1.2762 -0.4713 -2.0723 0.00 0.02 0.03 0.20
H -2.1002 0.9156 -1.3493 0.03 -0.01 0.02 0.23
H -2.2078 -0.6519 -0.5737 0.01 0.00 0.00 0.22
H 0.9434 0.8511 -2.0703 -0.01 -0.01 0.01 0.20
H -0.0017 2.2045 -1.4173 -0.01 -0.03 0.02 0.24
H 1.4404 1.6976 -0.5815 -0.01 -0.01 0.03 0.22
H 2.3747 -1.8174 0.5414 -0.05 0.02 -0.01 0.22
H 2.0064 -1.3664 -1.1355 -0.07 0.03 0.06 0.25
H 2.5307 -0.1346 0.0070 -0.04 0.01 0.00 0.26

=====

23
Properties=species:S:1:pos:R:3:forces:R:3:nbo_charge:R:1 method="wB97M-V/def2-TZVPD" orbital_gap_ev="7.90 / 10.00" relative_energy_kj_mol=0.0 total_energy_ha=-839.663948 multiplicity=3 s_squared=2.01 lumo_ev="0.59 / -0.90"
C -1.3078 1.1694 0.3652 -0.65 -3.60 -2.10 -0.05
C -0.9351 0.0399 -0.6514 0.27 0.89 2.46 -0.36
C 0.2636 -0.7235 -0.0209 -0.77 0.68 -1.41 -0.13
C -0.6563 2.3905 0.3326 0.24 2.91 3.01 -0.71
C -2.1610 -0.7615 -0.9944 -1.18 -0.85 0.97 -0.60
C 0.1451 -1.7627 1.0394 -2.66 -0.23 -0.65 -0.69
N 2.9292 -1.0876 -0.2060 -2.33 -0.03 -3.22 -1.05
O 1.9607 0.9024 -1.3757 -0.84 0.04 -1.62 -0.95
O 1.9312 0.9158 0.9942 0.49 0.46 2.37 -0.96
S 1.7707 0.1536 -0.1835 0.80 -1.44 0.20 2.27
H -1.6466 0.7712 1.2650 -0.85 -0.47 1.56 0.15
H -0.6395 0.5435 -1.5310 0.87 0.44 -1.07 0.23
H 0.3752 2.3040 0.6838 0.05 0.22 0.46 0.26
H -1.2197 3.1162 0.9993 0.92 -0.47 -0.73 0.22
H -0.5403 2.7930 -0.5998 0.00 1.16 -2.68 0.22
H -2.7302 -1.0408 -0.0264 0.88 0.11 -1.58 0.21
H -1.8051 -1.6722 -1.5310 -0.89 0.51 0.20 0.21
H -2.8776 -0.1222 -1.5924 0.91 -0.92 0.47 0.23
H -0.7996 -1.6076 1.6953 1.09 -0.48 -1.51 0.23
H 0.8868 -1.6735 1.7458 2.15 0.16 1.42 0.24
H 0.2199 -2.7926 0.6024 -0.42 0.75 0.46 0.24
H 3.7317 -0.7794 0.2517 1.69 0.72 1.05 0.39
H 3.1048 -1.0758 -1.2625 0.21 -0.56 1.95 0.40

=====

23
Properties=species:S:1:pos:R:3:forces:R:3:nbo_charge:R:1 method="wB97M-V/def2-TZVPD" smiles="CCC(O)(O)[C@H](C)C(N)=O" orbital_gap_ev=10.27 relative_energy_kj_mol=53.9 total_energy_ha=-516.918563 lumo_ev=0.76
C 2.3143 0.4267 -1.0362 -0.30 0.29 -0.06 -0.62
C 0.9715 0.0464 -1.6409 -1.58 0.75 0.26 -0.43
C -0.3229 0.3627 -0.7337 2.52 -0.70 -0.63 0.52
O -0.3566 1.7453 -0.4336 -0.07 0.31 0.03 -0.75
O -1.4479 -0.0429 -1.3886 -2.16 -0.37 1.24 -0.76
C -0.1184 -0.3505 0.5917 -2.76 0.42 2.23 -0.32
C -0.0736 -1.8680 0.4978 0.17 0.22 -0.10 -0.62
C -1.4882 0.0423 1.4342 1.11 0.28 -2.10 0.72
N -1.4020 0.8296 2.5104 0.15 -0.10 0.53 -0.80
O -2.5858 -0.2303 0.9323 0.36 -0.36 0.65 -0.67
H 2.5687 -0.2161 -0.2007 0.13 -0.11 0.19 0.20
H 2.3085 1.4681 -0.6903 -0.01 -0.23 -0.03 0.22
H 3.0993 0.3274 -1.7851 0.04 -0.02 0.01 0.22
H 0.9438 -0.9976 -1.9457 -0.06 -0.05 0.02 0.21
H 0.7730 0.6490 -2.5284 0.16 -0.07 -0.24 0.21
H -0.7186 2.1899 -1.2121 0.03 -0.10 0.10 0.48
H -2.2068 -0.1501 -0.6264 1.99 0.20 -1.93 0.51
H 0.7312 0.0679 1.1272 0.07 -0.01 -0.05 0.22
H -0.0640 -2.3039 1.4907 0.02 -0.11 0.17 0.21
H 0.8248 -2.1955 -0.0205 0.04 -0.06 -0.06 0.21
H -0.9461 -2.2399 -0.0334 -0.01 -0.01 -0.06 0.24
H -2.2642 1.1592 2.9256 0.18 -0.02 -0.16 0.41
H -0.5400 1.2802 2.7657 -0.02 -0.17 -0.01 0.41

=====

23
Properties=species:S:1:pos:R:3:forces:R:3:nbo_charge:R:1 method="wB97M-V/def2-TZVPD" smiles="CCOC[C@@H](O)CC(N)=O" orbital_gap_ev=10.17 relative_energy_kj_mol=333.4 total_energy_ha=-516.812091 lumo_ev=0.63
C -3.9078 0.5962 -0.1916 -0.14 0.15 -0.05 -0.62
C -2.8046 -0.4150 0.0215 -0.15 -0.39 0.08 -0.06
O -1.5527 0.2106 -0.1632 -0.05 0.29 -0.10 -0.56
C -0.4639 -0.6711 -0.0938 0.12 -0.36 0.09 -0.08
C 0.8047 0.1647 -0.0975 -0.26 0.05 -0.20 0.08
O 0.7357 1.1604 0.9086 0.31 0.04 0.08 -0.73
C 2.0270 -0.7048 0.1500 -1.01 -0.30 -1.44 -0.49
C 3.3326 -0.1573 -0.3832 3.54 -2.49 4.16 0.63
N 3.8202 0.9899 0.0951 1.27 -0.09 -0.88 -0.84
O 4.3239 -0.9604 -0.4443 -1.77 -0.74 -1.51 -0.66
H -4.8843 0.1165 -0.0428 0.22 0.13 -0.03 0.22
H -3.8179 1.4267 0.5219 -0.02 -0.21 -0.20 0.21
H -3.8729 1.0007 -1.2125 0.00 -0.09 0.29 0.21
H -2.8569 -0.8398 1.0407 0.02 0.08 -0.22 0.16
H -2.9045 -1.2549 -0.6903 0.01 0.19 0.15 0.16
H -0.5124 -1.2741 0.8326 0.02 0.14 -0.15 0.17
H -0.4616 -1.3635 -0.9550 -0.01 0.13 0.18 0.17
H 0.8879 0.6499 -1.0872 -0.06 -0.12 0.16 0.16
H -0.1179 1.6003 0.8298 -0.10 -0.06 -0.07 0.49
H 2.1359 -0.8825 1.2315 0.28 0.30 -0.41 0.26
H 1.8881 -1.6901 -0.3147 -0.07 0.22 0.04 0.23
H 3.2485 1.8132 -0.0656 0.84 0.55 0.51 0.40
H 4.9527 0.4845 0.1099 -3.01 2.58 -0.47 0.47

=====

25
Properties=species:S:1:pos:R:3:forces:R:3:nbo_charge:R:1 method="wB97M-V/def2-TZVPD" smiles="NS(=O)(=O)OC[C@H]1CCCCO1" orbital_gap_ev=10.19 relative_energy_kj_mol=108.7 total_energy_ha=-990.267572 lumo_ev=0.49
N 2.4664 -3.3389 -1.6274 -0.23 0.84 -0.70 -1.06
S 1.0711 -2.5053 -1.3706 1.45 2.28 -3.88 2.45
O 0.5351 -2.3629 -2.7340 0.34 -0.11 2.61 -0.93
O 0.3043 -2.9877 -0.2970 -0.34 -0.49 0.93 -0.90
O 1.7671 -1.0262 -0.9866 -1.93 -0.28 -0.62 -0.73
C 0.8538 0.1670 -1.1912 -0.84 -2.29 1.14 -0.07
C -0.4186 0.0216 -0.2669 -0.31 0.88 -0.91 0.06
C -0.0514 0.1143 1.2115 0.75 -0.04 1.81 -0.45
C -0.2095 1.5659 1.8180 -0.35 -0.39 -0.96 -0.40
C -1.5421 2.2670 1.4342 -1.06 0.38 1.25 -0.43
C -2.2107 1.4715 0.2632 -0.11 0.66 0.21 -0.07
O -1.2127 1.1425 -0.6805 0.45 0.35 -0.15 -0.55
H 3.0511 -3.4893 -0.8035 -0.08 0.32 -0.46 0.41
H 2.8722 -2.8110 -2.4528 -0.02 -1.22 1.57 0.42
H 1.4567 0.9905 -0.8641 0.21 0.41 0.24 0.20
H 0.5584 0.2947 -2.2293 0.14 -0.33 -0.07 0.22
H -1.1260 -0.8301 -0.4786 1.43 0.14 0.12 0.20
H 1.0607 -0.0807 1.3599 -1.47 -0.40 -0.22 0.23
H -0.6577 -0.6383 1.7950 0.81 0.76 -0.48 0.22
H 0.6049 2.1412 1.4013 0.24 0.27 -0.33 0.20
H -0.0091 1.6206 2.8879 -0.24 -0.48 0.04 0.22
H -2.2411 2.3728 2.3881 1.19 -0.38 -2.08 0.20
H -1.2977 3.3167 1.1200 -0.43 -0.93 0.12 0.21
H -2.9623 2.0560 -0.3278 0.50 -0.42 0.87 0.20
H -2.6630 0.5279 0.6310 -0.08 0.46 -0.03 0.16

=====

25
Properties=species:S:1:pos:R:3:forces:R:3:nbo_charge:R:1 method="wB97M-V/def2-TZVPD" orbital_gap_ev=7.94 relative_energy_kj_mol=514.8 total_energy_ha=-667.170651 lumo_ev=0.28
C -1.8407 -2.3030 -0.8929 1.16 -1.29 3.55 -0.63
C 0.6661 1.6948 -1.5820 -1.07 2.23 -0.31 -0.27
C 2.3113 0.2427 1.8982 1.11 0.84 1.16 -0.29
C -0.8068 -0.2324 0.0690 -1.28 -0.23 -0.01 -0.58
C -0.5113 -1.6788 -0.3912 -2.91 1.18 -1.94 0.10
C 0.5167 0.2797 0.3571 -1.32 -0.60 2.01 0.92
N -0.8891 2.0174 1.4634 2.27 1.29 -0.87 0.28
O -0.5434 3.2393 1.4856 -1.10 -1.97 0.28 -0.51
O -1.9150 1.5922 1.9569 -0.40 0.57 0.33 -0.47
O 0.4745 -1.6804 -1.4127 -0.56 0.74 -1.37 -0.71
O 1.1714 0.9472 -0.5083 2.16 -0.30 1.58 -0.47
O 1.1146 -0.3735 1.3841 0.10 2.29 -2.01 -0.48
H -1.6428 -3.2314 -1.3457 0.53 -1.42 -0.52 0.22
H -2.3081 -1.7593 -1.6297 -1.28 1.79 -1.33 0.20
H -2.4950 -2.5622 -0.0009 0.47 0.74 -1.18 0.22
H 1.5530 2.2765 -1.9509 -1.07 -0.54 0.31 0.23
H -0.1559 2.4033 -1.1943 1.32 -0.95 -0.54 0.24
H 0.2522 1.0792 -2.3883 0.23 -0.07 0.27 0.18
H 2.3910 -0.1449 2.9269 -0.07 0.05 -0.45 0.21
H 2.1848 1.3822 2.0289 0.22 -1.79 -0.72 0.22
H 3.2622 -0.0837 1.3690 -1.41 0.64 0.22 0.20
H -1.1255 0.3465 -0.8047 -0.54 -0.20 0.20 0.21
H -1.6031 -0.0871 0.9264 1.78 -0.43 -1.48 0.33
H -0.1352 -2.1412 0.4522 0.93 -1.58 1.34 0.19
H 0.0740 -1.2229 -2.2162 0.75 -1.01 1.49 0.46